Record 1
This record from the OMol25 dataset describes a 3-piece molecular cluster, C5H17NO2 overall at a distorted geometry. The level of theory is the ωB97M-V functional and the def2-TZVPD basis.

Properties
ΔE to the lowest compared entry with this formula, charge and spin = 27.35 kcal/mol
DFT total energy = -405.8989 hartree
SMILES string = CCNC(C)C.O.O
HOMO level = -8.75 eV
HOMO-LUMO gap = 0.346 hartree

The geometry in XYZ format:
```
25
C5H17NO2, DFT the ωB97M-V functional and the def2-TZVPD basis
O 0.93584 -0.09147 -4.97149
O 1.64226 2.18239 3.30238
N 0.11916 0.23590 0.89686
C -0.41060 2.29429 -0.36077
C 0.97303 -2.02561 0.85513
C -1.30597 -1.65558 -0.04291
C -0.31859 -1.17800 1.01366
C -0.94508 1.18278 0.55057
H 0.37281 -0.05095 -5.76540
H 0.06494 1.76556 -1.20121
H 1.58807 -1.73573 1.72152
H -1.68682 0.64907 -0.04160
H -1.36170 -2.74836 -0.12232
H 1.44048 -1.77560 -0.09521
H -1.48649 1.42052 1.48465
H 1.28017 -0.98707 -4.95899
H -1.21661 2.70754 -0.98261
H -0.67090 -1.38317 2.02374
H 1.18993 1.49228 3.80028
H 0.05399 3.14658 0.11412
H -1.00700 -1.24724 -1.00759
H 1.00155 0.24449 0.41253
H 0.73917 -3.07782 0.87495
H -2.32914 -1.30340 0.10195
H 1.33751 1.93861 2.39776
```

Atomic partial charges in e from the natural (NBO) method, atoms 1 to 5:
1 O -0.938
2 O -0.942
3 N -0.672
4 C -0.639
5 C -0.609

Record 2
This record from the OMol25 dataset describes a 4-piece molecular cluster, C5H17NO2 overall at a distorted geometry. The level of theory is the ωB97M-V functional and the def2-TZVPD basis.

Properties
ΔE to the lowest compared entry with this formula, charge and spin = 127.97 kcal/mol
DFT total energy = -405.7385 hartree
HOMO level = -9.18 eV
HOMO-LUMO gap = 0.257 hartree

The geometry in XYZ format:
```
25
C5H17NO2, DFT the ωB97M-V functional and the def2-TZVPD basis
O -0.24748 2.16327 1.94853
O 1.99860 1.61731 0.44844
N -0.08547 1.59157 -1.73142
C -1.04714 0.49947 -1.63781
C -0.26431 -1.56588 1.63180
C -1.18048 -0.25068 -0.19890
C 0.09596 -0.98507 0.25075
C 0.48731 -2.15581 -0.64972
H -0.77250 -0.75042 2.18846
H -2.15241 -0.75184 -0.25057
H 1.21046 -2.80217 -0.12632
H 1.68918 0.48732 -0.91946
H 0.03267 3.05288 1.68379
H 0.56319 -1.95905 2.18505
H 0.51681 1.70106 1.54664
H -0.84973 -0.34737 -2.32233
H -1.07872 -2.30408 1.52759
H -1.29612 0.63296 0.44961
H 2.86890 1.94870 0.71630
H 0.60329 1.68342 -0.97679
H -0.59004 2.46381 -1.79810
H 1.06172 -1.96367 -1.56697
H -2.02312 0.95330 -1.80379
H -0.38292 -2.76245 -0.97683
H 0.84236 -0.19660 0.38207
```

Atomic partial charges in e from the natural (NBO) method, atoms 1 to 5:
1 O -0.959
2 O -1.000
3 N -0.869
4 C -0.217
5 C -0.597

Record 3
This record from the OMol25 dataset describes a 4-piece molecular cluster, C5H17NO2 overall at a distorted geometry. The level of theory is the ωB97M-V functional and the def2-TZVPD basis.

Properties
ΔE to the lowest compared entry with this formula, charge and spin = 173.10 kcal/mol
DFT total energy = -405.6666 hartree
HOMO level = -8.43 eV
HOMO-LUMO gap = 0.208 hartree

The geometry in XYZ format:
```
25
C5H17NO2, DFT the ωB97M-V functional and the def2-TZVPD basis
O 0.95013 3.42949 0.30748
O -0.37900 1.84018 1.79950
N 0.00782 -1.16128 -0.43632
C 0.69454 -2.30165 -1.13024
C -1.11726 -1.50679 0.43459
C -2.34309 -0.76842 -0.18128
C 1.41798 0.76388 -0.86192
C 0.85714 -0.18155 0.19308
H 2.01329 1.47499 -0.46843
H 1.71898 -0.65929 0.77837
H 0.01736 -2.75475 -1.85074
H 0.98165 -3.14278 -0.38396
H 0.39498 2.90834 1.02435
H 0.31427 0.35061 1.00396
H -0.64339 2.04049 2.68244
H 0.62211 1.16526 -1.56589
H -2.27758 -1.13780 -1.19283
H -3.29174 -0.99458 0.32534
H -0.60121 1.54282 -0.04647
H -1.25250 -2.57310 0.61418
H 1.22493 4.22232 0.70885
H 2.08625 0.12010 -1.56054
H -2.11670 0.38338 -0.13717
H -0.94817 -1.13402 1.49653
H 1.66920 -1.92585 -1.55288
```

Atomic partial charges in e from the natural (NBO) method, atoms 1 to 5:
1 O -1.024
2 O -1.022
3 N -0.491
4 C -0.408
5 C -0.225

Record 4
This record from the OMol25 dataset describes a 3-piece molecular cluster, C5H17NO2 overall at a distorted geometry. The level of theory is the ωB97M-V functional and the def2-TZVPD basis.

Properties
ΔE to the lowest compared entry with this formula, charge and spin = 44.38 kcal/mol
DFT total energy = -405.8717 hartree
SMILES string = CNCC(C)C.O.O
HOMO level = -9.02 eV
HOMO-LUMO gap = 0.355 hartree

The geometry in XYZ format:
```
25
C5H17NO2, DFT the ωB97M-V functional and the def2-TZVPD basis
O -3.90335 0.10290 -2.98676
O 0.03296 0.15622 -3.80270
N -1.15715 -0.72864 0.81916
C 2.38407 0.20891 -0.49429
C 1.17990 0.37522 0.37924
C -1.46807 -0.79739 2.26435
C 0.28620 -0.86416 0.57285
C 1.64946 0.86741 1.79540
H -0.78539 -1.45254 2.77135
H 0.78200 0.88785 2.45557
H 2.22135 1.77370 1.75332
H -0.68628 0.77627 -3.94230
H -1.37190 0.23837 0.58023
H 0.53246 1.22665 0.03689
H 0.39543 -1.48322 -0.35297
H 0.53229 0.29252 -2.99723
H 2.45256 0.25469 2.19836
H -1.42877 0.20798 2.79629
H 2.35967 0.52407 -1.54799
H -2.50220 -1.11229 2.34346
H 0.64258 -1.67929 1.21583
H 2.56097 -0.83854 -0.83375
H -4.07600 -0.49355 -2.25462
H 3.31905 0.53427 -0.03240
H -3.95182 1.02259 -2.73729
```

Atomic partial charges in e from the natural (NBO) method, atoms 1 to 5:
1 O -0.953
2 O -0.955
3 N -0.608
4 C -0.634
5 C -0.248

Record 5
This record from the OMol25 dataset describes a 4-piece molecular cluster, C5H17NO4S overall at a distorted geometry. The level of theory is the ωB97M-V functional and the def2-TZVPD basis.

Properties
ΔE to the lowest compared entry with this formula, charge and spin = 7.54 kcal/mol
DFT total energy = -954.6011 hartree
total charge = -1
multiplicity = 2
HOMO level (spin up / spin down) = 0.60 / -6.01 eV
expectation value of S² = 0.750
HOMO-LUMO gap (spin up / spin down) = 0.089 / 0.332 hartree

The geometry in XYZ format:
```
28
C5H17NO4S, DFT the ωB97M-V functional and the def2-TZVPD basis
S -2.01766 1.86853 2.91545
O 0.81357 -0.69230 -3.00062
O 1.31880 2.66645 -1.71054
O 0.91884 0.24172 0.21598
O 3.81919 -1.14861 0.13798
N -0.98999 -0.77119 0.83689
C -1.00286 1.61473 0.32944
C -0.11685 -2.76093 -0.40106
C -0.28999 0.29973 0.48979
C -0.36460 -2.06301 0.96446
C -2.28082 1.88062 1.10505
H -0.75198 -2.28698 -1.14887
H -1.22142 1.77044 -0.73697
H 0.60021 -1.92423 1.43930
H -0.02838 -0.65835 -2.52975
H 0.71894 -0.00232 -3.66502
H -0.21942 2.34961 0.50617
H -1.99668 -0.71051 0.98999
H -3.03083 1.10407 0.90176
H -2.72798 2.81364 0.77578
H 0.93508 -2.74687 -0.68527
H 1.26268 1.86983 -1.15940
H 3.87318 -0.76812 1.01701
H 2.21985 2.99417 -1.61294
H -0.94733 -2.71142 1.60986
H 2.88861 -1.05889 -0.10949
H -0.46417 -3.79387 -0.33646
H -0.91800 2.62405 2.86149
```

Atomic partial charges in e from the natural (NBO) method, atoms 1 to 5:
1 S -0.167
2 O -0.962
3 O -0.977
4 O -0.734
5 O -0.962

Record 6
This record from the OMol25 dataset describes a 4-piece molecular cluster, C5H17NO5 overall at a distorted geometry. The level of theory is the ωB97M-V functional and the def2-TZVPD basis.

Properties
DFT total energy = -631.5370 hartree
total charge = -1
multiplicity = 2
HOMO level (spin up / spin down) = 0.47 / -4.73 eV
expectation value of S² = 0.754
HOMO-LUMO gap (spin up / spin down) = 0.101 / 0.289 hartree

The geometry in XYZ format:
```
28
C5H17NO5, DFT the ωB97M-V functional and the def2-TZVPD basis
O 0.30962 -0.39240 -3.57827
O 0.66427 -2.59892 -0.91302
O 1.70063 0.28588 2.77886
O 2.11677 -1.02484 1.24344
O 2.30572 -0.32643 -1.29928
N -3.11816 1.55657 -1.49489
C -0.85414 0.97859 1.47430
C -0.29355 -0.48874 1.47124
C -2.29284 2.06715 -0.40419
C 1.10429 -0.49609 1.72687
C -2.16907 0.96778 0.67536
H -2.19413 0.01492 0.04024
H -0.89060 -1.03706 2.27642
H -2.42244 1.48316 -2.28437
H -1.36568 2.53703 -0.84894
H 0.74065 -0.93895 -4.17846
H -1.10386 1.43471 2.40663
H -0.03142 1.69479 1.10551
H 0.18067 -1.05734 -2.80857
H 2.38165 -0.38443 -0.40369
H 2.55082 -0.05914 2.95773
H -2.90417 2.82182 0.13933
H -2.90615 1.14343 1.28926
H -0.52713 -0.95224 0.41914
H 2.05114 0.69192 -1.39621
H 1.14276 -3.07134 -1.48648
H 1.02869 -1.63455 -0.92113
H -3.64808 0.69886 -1.35747
```

Atomic partial charges in e from the natural (NBO) method, atoms 1 to 5:
1 O -0.952
2 O -0.985
3 O -0.812
4 O -0.810
5 O -0.968

Question: What is the DFT total energy in the first record?
Answer: -405.8989 hartree

Question: What is the DFT total energy in the fifth record?
Answer: -954.6011 hartree

Question: Look up the DFT total energy of the third one.
Answer: -405.6666 hartree